Entry 1:
DFT (the ωB97M-V functional and the def2-TZVPD basis) results for C54H33GaI4N8O2S as an isolated structure at a distorted geometry.

Last column: Mulliken charge in e.
Positions of all 103 atoms, in Å:
Ga -1.1094 -0.1679 -0.2342  -0.88
I -8.2727 -0.4230 6.4506  0.07
C -6.7827 -0.2297 4.9632  -0.13
C -5.8626 0.7993 5.0470  -0.71
C -4.8577 0.8963 4.1014  -0.44
C -4.7647 -0.0312 3.0690  0.30
C -5.7263 -1.0393 2.9829  -0.24
C -6.7304 -1.1440 3.9260  -0.76
C -3.6471 -0.0359 2.1147  0.33
C -2.3086 -0.2518 2.5935  0.95
C -1.7219 -0.0469 3.9141  -1.13
C -0.4354 -0.3481 4.1332  -2.09
C 0.4452 -1.0695 3.1318  2.34
C 2.7910 -0.7187 2.4895  0.78
C 4.1095 -0.5634 3.1770  -0.96
C 5.0159 -1.6177 3.1517  0.14
C 6.2131 -1.5332 3.8403  -0.77
C 6.4971 -0.3841 4.5555  -0.07
I 8.3304 -0.2221 5.6022  0.06
C 5.6075 0.6745 4.5911  -0.81
C 4.4114 0.5811 3.9040  -0.06
C 2.8968 -0.7143 1.0370  1.25
N 1.9761 -1.0276 0.1293  0.08
C 2.4405 -0.6918 -1.1006  -0.04
C 1.7898 -0.7518 -2.3436  1.24
C 2.7505 -0.8989 -3.4768  -1.03
C 3.1163 0.1523 -4.3090  0.37
C 3.9489 -0.0669 -5.3925  -0.77
C 4.4041 -1.3485 -5.6508  -0.16
I 5.6038 -1.7028 -7.3603  0.08
C 4.0695 -2.4040 -4.8218  -0.82
C 3.2507 -2.1714 -3.7328  0.09
C 0.4499 -0.6822 -2.7796  0.83
C 0.1174 -0.7363 -4.1633  -1.82
C -1.2285 -0.5488 -4.2887  -1.71
C -1.7627 -0.3889 -2.9874  0.76
N -0.7313 -0.4660 -2.0815  -0.08
C -3.1398 -0.1357 -2.7338  1.11
C -3.7289 0.0056 -1.4870  0.62
C -5.1040 0.2905 -1.1706  -1.69
C -5.2135 0.2895 0.1769  -1.51
C -3.9179 -0.0046 0.7415  0.62
N -3.0512 -0.1721 -0.3157  0.34
C -4.0192 0.0556 -3.9132  0.25
C -4.2669 -0.9604 -4.8330  -0.37
C -5.1093 -0.7488 -5.9107  -0.61
C -5.7144 0.4844 -6.0740  -0.15
I -7.0202 0.8037 -7.7068  0.08
C -5.4782 1.5109 -5.1776  -0.70
C -4.6329 1.2916 -4.1056  -0.36
C 3.7868 -0.1978 -0.9565  -1.28
C 4.0525 -0.1733 0.3783  -1.53
N -1.5301 -0.7073 1.6670  -1.08
H -5.9253 1.5216 5.8463  0.39
H -4.1495 1.7097 4.1481  0.66
H -5.6645 -1.7599 2.1796  0.51
H -7.4589 -1.9372 3.8582  0.39
H -2.3152 0.4231 4.6816  0.48
H 0.0386 -0.1514 5.0839  0.58
H 4.7736 -2.5164 2.6014  0.45
H 6.9089 -2.3593 3.8277  0.39
H 5.8355 1.5611 5.1628  0.40
H 3.7079 1.3993 3.9203  0.55
H 2.7387 1.1456 -4.1150  0.53
H 4.2215 0.7519 -6.0412  0.42
H 4.4247 -3.4034 -5.0209  0.42
H 2.9754 -2.9911 -3.0867  0.51
H 0.8016 -0.8841 -4.9756  0.45
H -1.7903 -0.5163 -5.2010  0.61
H -5.8809 0.4924 -1.8823  0.60
H -6.0927 0.4961 0.7553  0.61
H -3.8111 -1.9312 -4.6993  0.55
H -5.2886 -1.5441 -6.6188  0.38
H -5.9428 2.4756 -5.3138  0.39
H -4.4372 2.0923 -3.4083  0.57
H 4.4110 0.1705 -1.7482  0.56
H 4.9394 0.1859 0.8668  0.53
N 5.0139 3.8746 -0.5794  -0.53
C 3.7712 3.4998 -0.1504  0.94
C 2.8178 3.0386 -1.0670  -0.62
C 1.5752 2.6297 -0.6368  -0.54
C 1.2523 2.7032 0.7081  -0.11
C 2.1692 3.1865 1.6259  -0.50
C 3.4144 3.5975 1.1998  -0.75
S -0.2002 1.8536 1.2579  1.44
O -1.2586 1.9941 0.2220  -0.76
O -0.5739 2.2496 2.5824  -0.77
N 0.3407 0.3639 1.0591  -0.28
C -0.1090 -0.8144 1.7472  2.52
N 0.0200 -1.8655 0.7391  -0.10
C 0.1146 -3.0819 1.1176  -0.80
C 0.3037 -3.4724 2.4897  -0.94
C 0.3933 -2.5517 3.4530  -1.26
N 1.8335 -0.7502 3.3370  -0.52
H 5.3105 3.5708 -1.4902  0.20
H 5.7386 4.0028 0.1035  0.20
H 3.0880 2.9759 -2.1106  0.29
H 0.8437 2.2300 -1.3272  0.54
H 1.8904 3.2206 2.6677  0.58
H 4.1354 3.9665 1.9129  0.29
H 0.0401 -3.8379 0.3503  0.57
H 0.3261 -4.5275 2.7174  0.48
H 0.5254 -2.8002 4.4927  0.57

Force components x, y, z for each atom (eV/Å):
Ga -0.947 -0.248 -0.752
I 0.281 0.058 -0.313
C -0.347 -0.045 0.347
C -0.048 0.086 0.178
C -0.056 -0.063 -0.108
C -0.178 -0.029 0.114
C 0.102 0.098 0.115
C -0.178 -0.033 0.025
C -0.234 0.278 -0.609
C 0.337 -0.645 -0.908
C 0.206 -0.026 0.523
C -0.366 -0.078 -0.072
C -0.112 -0.118 -0.508
C -0.202 0.075 0.532
C 0.287 -0.035 0.162
C -0.140 0.163 -0.045
C 0.112 -0.086 0.076
C 0.483 0.076 0.229
I -0.374 -0.061 -0.211
C 0.061 0.108 0.124
C -0.062 -0.209 -0.204
C 0.092 -0.095 -1.337
N 0.653 0.004 0.405
C 0.502 -0.151 0.101
C -0.049 0.107 0.146
C 0.178 -0.013 -0.226
C -0.074 -0.108 0.193
C 0.080 0.021 -0.130
C 0.338 -0.059 -0.472
I -0.246 0.088 0.408
C 0.033 -0.073 -0.083
C -0.032 0.183 0.070
C 0.285 -0.073 -0.293
C -0.105 -0.003 0.230
C -0.039 -0.008 0.129
C 1.013 -0.107 -0.187
N -0.582 0.143 0.193
C -1.084 0.302 0.966
C 0.807 -0.326 -0.952
C -0.604 0.112 0.636
C -0.472 0.088 -0.798
C 0.824 -0.049 0.727
N 0.377 -0.047 0.010
C -0.115 0.153 -0.091
C -0.053 0.076 0.142
C -0.007 -0.105 -0.124
C -0.300 0.108 -0.376
I 0.285 -0.069 0.330
C -0.132 0.066 -0.110
C 0.105 -0.121 -0.052
C 0.159 0.097 -0.003
C 0.151 -0.036 -0.074
N -0.440 -0.017 0.702
H -0.006 0.058 0.064
H 0.082 0.098 0.041
H 0.024 -0.077 -0.025
H -0.054 -0.067 0.005
H 0.006 -0.019 0.107
H -0.002 0.069 0.117
H 0.008 -0.046 -0.084
H 0.037 -0.023 -0.004
H 0.048 0.075 0.020
H -0.117 0.075 0.048
H -0.085 0.098 0.019
H 0.028 0.044 -0.039
H 0.063 -0.044 -0.054
H -0.033 -0.070 0.106
H 0.121 -0.084 -0.039
H -0.051 0.013 -0.111
H -0.133 -0.025 -0.100
H -0.173 0.017 0.074
H 0.056 -0.061 0.026
H -0.046 -0.049 -0.023
H -0.041 0.061 -0.008
H 0.042 0.089 0.073
H 0.165 0.019 -0.140
H 0.162 0.084 -0.022
N 0.264 0.209 -0.147
C -0.444 -0.095 0.139
C 0.031 0.033 0.121
C -0.043 0.061 -0.108
C -0.436 -0.144 0.099
C -0.178 -0.031 0.049
C 0.059 -0.051 -0.121
S 0.450 0.322 -0.142
O 0.454 0.007 -0.080
O 0.174 0.327 0.242
N -0.215 0.712 -0.332
C 0.086 -0.071 1.157
N -0.627 -1.341 0.057
C -0.225 0.706 -0.765
C 0.001 0.162 0.878
C -0.035 -0.284 -0.350
N 0.127 0.194 0.353
H 0.055 -0.003 0.069
H 0.033 -0.055 -0.028
H -0.025 -0.027 -0.152
H 0.053 0.027 -0.144
H 0.046 0.036 0.165
H 0.096 0.063 0.114
H -0.052 -0.146 -0.129
H 0.039 -0.069 0.083
H 0.039 -0.134 0.147

Net charge ... 0
Multiplicity ... 1
Highest occupied orbital energy (spin up / spin down) ... -0.2502 / -0.2504 Eh
E_LUMO (spin up / spin down) ... -1.76 / -1.78 eV
Gap between HOMO and LUMO (spin up / spin down) ... 5.04 / 5.03 eV
Total energy ... -6179.79383 Eh

=====

Entry 2:
DFT (the ωB97M-V functional and the def2-TZVPD basis) results for C54H40BF4InO18 as an isolated structure at a distorted geometry.

Last column: Mulliken charge in e.
Positions of all 118 atoms, in Å:
In 0.6044 -2.1721 -3.5194  0.86
B 0.3742 -0.2573 -1.2216  3.24
H 1.1613 0.0871 -1.9930  -0.71
H 0.3727 0.4431 -0.2952  -0.61
H -0.7074 -0.2062 -1.6703  -0.44
H 0.5333 -1.3927 -1.0121  -0.86
C 0.9149 3.8420 -1.5959  -0.10
C -0.5520 4.2276 -1.4784  0.92
O -0.7032 5.2586 -2.4568  -0.39
C 0.5784 5.6488 -2.8460  0.51
O 0.7617 6.6205 -3.4859  -0.49
O 1.5030 4.7687 -2.4824  -0.38
F -0.7542 4.6651 -0.2009  -0.34
H 1.0793 2.8893 -2.1284  -0.15
H 1.5162 3.5596 -0.7295  0.42
H -1.2815 3.4445 -1.6764  0.05
C 2.9641 -6.1822 0.2628  -0.46
C 1.7799 -7.1769 0.1395  0.23
O 0.6874 -6.2661 0.2724  -0.31
C 1.0371 -5.1428 -0.3370  0.47
O 0.3257 -4.2738 -0.7505  -0.48
O 2.3868 -5.1264 -0.5015  0.00
F 1.7237 -8.0130 1.1941  -0.30
H 3.8652 -6.4875 -0.2631  0.29
H 3.1529 -6.0680 1.3333  0.25
H 1.8631 -7.7550 -0.7801  0.34
C 5.0011 0.8792 -1.4370  -0.17
C 4.9116 2.2908 -2.0523  0.21
O 3.8390 2.1568 -2.9489  -0.27
C 3.6056 0.8723 -3.1952  0.51
O 2.8208 0.4658 -3.9928  -0.56
O 4.4662 0.0951 -2.4985  -0.21
F 6.0216 2.5834 -2.7660  -0.31
H 4.4444 0.7751 -0.5073  0.04
H 6.0657 0.6838 -1.3228  0.37
H 4.7479 3.0698 -1.3136  0.38
C -1.2969 3.3099 -4.9732  -0.17
C -0.5739 2.6047 -6.0428  0.21
O -0.9846 1.2618 -5.8604  -0.32
C -1.2200 1.1314 -4.5322  0.43
O -1.1580 0.0767 -3.9546  -0.42
O -1.5520 2.3006 -4.0014  -0.25
F 0.7828 2.7679 -5.7386  -0.26
H -2.2190 3.7730 -5.3298  0.33
H -0.6254 4.0509 -4.5552  -0.04
H -0.6731 3.0341 -7.0359  0.38
C 3.4686 -0.9891 3.7089  -0.78
C 2.6005 -0.6109 2.6856  -0.88
C 2.7828 -1.0188 1.3758  0.26
C 3.8462 -1.8914 1.1328  -0.58
C 4.6081 -2.4069 2.1830  0.59
C 4.4840 -1.9077 3.4811  -0.97
C 5.6487 -3.4391 1.8947  0.20
O 6.3767 -3.8248 2.7850  -0.62
C 5.9607 -3.7702 0.4960  0.34
C 7.1378 -4.3885 0.0846  -0.73
C 7.3116 -4.8735 -1.1999  -0.55
C 6.2869 -4.7377 -2.1249  -0.76
C 5.2826 -3.8491 -1.8541  -0.51
C 5.1263 -3.3191 -0.5530  0.50
C 3.9458 -2.4509 -0.2355  0.85
O 3.0847 -2.3005 -1.0753  -0.71
H 3.2155 -0.5176 4.6498  0.47
H 1.7929 0.0487 2.9824  0.63
H 2.0536 -0.6882 0.6488  0.60
H 5.1019 -2.2570 4.2948  0.56
H 7.9074 -4.5659 0.8266  0.51
H 8.2476 -5.3051 -1.5288  0.45
H 6.2836 -5.2108 -3.0979  0.49
H 4.6255 -3.5971 -2.6758  0.41
C -0.4676 -1.8427 2.3341  -0.88
C -1.3796 -1.4227 3.2502  -1.05
C -2.6715 -1.0542 2.8623  0.06
C -3.0857 -1.1948 1.5360  0.88
C -2.2001 -1.7389 0.5984  -0.34
C -0.8666 -2.0677 0.9707  0.26
C -2.5489 -1.8457 -0.8186  0.60
O -1.8033 -2.2868 -1.6701  -0.55
C -3.8414 -1.2575 -1.2322  0.08
C -4.1434 -1.1633 -2.5901  -0.79
C -5.4108 -0.7456 -2.9876  -0.85
C -6.3737 -0.3322 -2.0619  -0.72
C -5.9991 -0.2982 -0.7195  -0.74
C -4.7586 -0.7672 -0.3065  1.15
C -4.4824 -0.8934 1.1250  0.04
O -5.3372 -0.6429 1.9521  -0.59
H 0.5350 -2.0992 2.6474  1.03
H -1.0688 -1.3729 4.2864  0.50
H -3.3516 -0.6546 3.6050  0.65
H -0.1343 -2.4683 0.2807  -0.02
H -3.4523 -1.5432 -3.3269  0.66
H -5.6032 -0.6932 -4.0514  0.45
H -7.2840 0.2052 -2.2890  0.43
H -6.8139 -0.2247 -0.0098  0.50
C -5.8803 4.7190 6.2299  -0.46
C -6.8074 4.9060 5.2186  -0.68
C -6.4909 4.5211 3.9443  -0.47
C -5.2665 3.9586 3.6198  0.37
C -4.3396 3.7713 4.6655  0.50
C -4.6463 4.1161 5.9957  -0.74
C -2.9397 3.3195 4.3673  0.24
O -2.0265 3.4265 5.1481  -0.58
C -2.6732 2.8351 2.9872  0.16
C -1.5181 2.1155 2.6816  -0.79
C -1.2264 1.5888 1.4372  0.23
C -2.1967 1.7481 0.4211  0.42
C -3.4429 2.2192 0.7629  -1.41
C -3.6141 2.9154 1.9971  0.47
C -4.9991 3.4583 2.2458  0.33
O -5.8271 3.6628 1.3901  -0.61
H -6.0492 5.1635 7.2033  0.39
H -7.7331 5.4348 5.3965  0.42
H -7.3154 4.5947 3.2458  0.45
H -3.8902 3.9966 6.7566  0.49
H -0.8204 2.0507 3.5119  0.60
H -0.2436 1.1856 1.2360  0.06
H -2.0256 1.1937 -0.4979  -0.04
H -4.2551 2.2572 0.0472  0.71

Force components x, y, z for each atom (eV/Å):
In 0.068 0.184 0.111
B 0.339 0.735 -0.014
H 1.757 0.295 -0.351
H -0.293 1.355 0.778
H -1.768 -0.338 0.200
H -0.086 -1.965 -0.311
C 0.728 -2.863 -1.598
C 0.496 0.217 -0.330
O 0.870 -1.009 1.451
C -0.689 1.069 -0.666
O 0.090 0.119 -0.236
O 0.157 0.526 0.976
F -0.463 0.523 0.082
H -0.888 -0.079 -0.161
H -0.338 1.396 0.628
H 0.078 0.031 -0.043
C -0.693 -1.748 -0.867
C 1.820 0.225 1.426
O -0.848 -0.749 -0.616
C 1.141 0.369 -0.671
O -0.130 -0.184 0.310
O -0.047 1.168 0.647
F -0.117 -0.068 -0.162
H -0.010 -0.104 0.128
H -0.073 0.913 -0.103
H -0.897 0.081 -0.166
C 0.973 1.025 -0.909
C -0.101 -0.633 0.704
O -0.421 1.190 0.433
C 0.691 -0.992 -0.747
O -0.411 -0.174 0.162
O -0.615 -0.289 0.475
F 0.160 0.005 -0.019
H -0.095 -0.111 -0.045
H -0.123 -0.445 0.217
H -0.223 0.264 -0.244
C -0.644 1.446 0.162
C 1.211 0.404 -0.194
O 0.974 0.349 -0.260
C -0.097 -0.681 -0.335
O -0.201 0.306 -0.017
O 0.100 -0.358 0.562
F -0.466 -0.892 -0.263
H -0.056 -0.138 0.288
H -0.285 0.160 0.122
H -0.432 -0.742 -0.207
C -0.520 0.180 -0.223
C 0.288 0.357 0.163
C 0.100 0.053 1.093
C -1.186 -0.124 -0.183
C 0.249 0.123 -0.209
C -0.766 0.198 -0.033
C 1.648 0.846 0.547
O -0.457 -0.354 0.082
C -0.475 0.744 -2.078
C 0.475 -0.785 0.903
C 0.057 0.046 -0.125
C 0.306 0.294 -0.293
C -0.704 0.469 0.669
C -0.551 -0.630 0.149
C 0.829 -1.185 -0.718
O -0.532 0.650 -0.027
H 0.603 -0.394 0.366
H -0.072 0.097 -0.298
H 0.356 -0.202 -0.445
H 0.184 -0.118 -0.161
H -0.025 -0.023 0.017
H -0.020 -0.288 0.348
H 0.413 0.012 0.001
H -0.316 0.224 0.345
C 0.024 -0.561 -0.939
C 0.848 0.010 0.416
C -0.330 0.512 0.214
C 0.555 -1.340 -1.076
C 0.475 0.363 0.828
C 0.587 0.692 1.109
C -1.089 0.735 -1.259
O 0.526 -0.440 0.428
C 0.035 0.468 -0.488
C -0.690 -0.662 0.184
C 0.033 0.541 -0.313
C 1.483 1.042 0.491
C -0.887 -1.371 -0.151
C -0.236 -0.644 -0.200
C -0.818 1.179 0.557
O 0.593 -0.256 0.212
H -0.027 -0.032 -0.114
H -0.225 0.134 0.054
H -0.192 -0.021 -0.123
H -0.455 -0.492 -0.048
H 0.145 0.139 0.004
H -0.192 -0.080 0.016
H -0.274 -0.674 -0.537
H 0.370 0.800 0.367
C 0.649 0.349 0.771
C 0.556 0.388 0.472
C -1.056 -0.412 -0.759
C 0.339 -0.744 0.976
C 0.476 -0.109 0.368
C -0.380 0.284 -1.347
C -0.446 0.877 0.115
O 0.108 -0.364 0.237
C -0.334 -0.612 -0.859
C 0.756 0.239 1.815
C -0.836 0.880 -0.978
C 0.417 -1.896 0.819
C 0.640 1.652 -0.376
C -1.631 -1.214 -0.745
C -0.158 1.866 0.882
O 0.521 -0.889 -0.697
H -0.225 -0.322 0.107
H -0.072 -0.186 0.146
H 0.480 0.065 -0.543
H -0.051 0.022 0.090
H 0.193 -0.164 -0.149
H -0.092 -0.012 0.031
H -0.049 0.409 -0.296
H -0.093 -0.129 0.070

Net charge ... +2
Multiplicity ... 1
Highest occupied orbital energy ... -0.5031 Eh
E_LUMO ... -11.23 eV
Gap between HOMO and LUMO ... 2.46 eV
Total energy ... -4049.79930 Eh